(1)
Entry from the OMol25 dataset: 8 unconnected molecules or ions with the total composition C29H48O24 in a non-equilibrium geometry (wB97M-V/def2-TZVPD).

Computed properties:
SMILES string ... C[C@H]1COC(=O)O1.C[C@H]1COC(=O)O1.C[C@H]1COC(=O)O1.C[C@H]1COC(=O)O1.C[C@H]1COC(=O)O1.COC(=O)OC.COC(=O)OC.COC(=O)OC
Kohn-Sham gap ... 9.9296 eV
HOMO level ... -9.92 eV
Maximum force ... 0.1816 Eh/bohr
2S+1 ... 1
Charge ... 0
Energy above the lowest of the compared OMol25 structures with the same formula, charge and spin ... 10.460 eV

Positions of all 101 atoms, in Å:
C 3.09437 1.90875 1.78659
C 2.66431 3.22481 2.33801
C 3.55746 4.45581 2.09319
O 2.82920 5.01599 1.05061
C 1.61654 4.82959 1.15361
O 0.68493 5.43885 0.58236
O 1.42936 3.69410 1.88312
H 4.15337 1.57492 1.83864
H 2.99377 2.00540 0.67530
H 2.60720 0.99243 2.24795
H 2.47356 3.10322 3.46598
H 4.56351 4.10438 1.87744
H 3.61123 5.19044 2.98148
C 1.35139 -1.90092 3.13688
C 2.74421 -1.82319 3.90499
C 4.00988 -1.33141 3.16889
O 4.30144 -0.06520 3.71616
C 3.37181 0.20559 4.63382
O 3.20084 1.27347 5.31113
O 2.53303 -0.76991 4.85424
H 1.45309 -2.44026 2.15846
H 0.83020 -1.02475 2.99681
H 0.64651 -2.57000 3.72543
H 2.95125 -2.82607 4.38929
H 3.67743 -1.35950 2.24926
H 4.82069 -2.13346 3.35184
C -4.38460 5.86503 -0.85345
C -3.96045 4.53109 -0.28385
C -2.62323 3.98930 -0.77982
O -1.74642 3.92619 0.26481
C -2.33238 4.61374 1.24204
O -1.77108 4.80743 2.36400
O -3.59230 4.92689 1.02402
H -4.30722 5.82859 -1.87457
H -3.85379 6.59077 -0.34201
H -5.44694 6.11181 -0.76935
H -4.64101 3.65224 -0.25476
H -2.33256 4.54292 -1.71026
H -2.77619 2.95322 -1.11731
C 0.83500 -0.20287 -0.01996
C 0.04532 1.05072 -0.26837
C 0.56773 2.20577 -1.10253
O -0.07934 2.22470 -2.25679
C -1.08251 1.50859 -2.19879
O -1.95042 1.50697 -3.06233
O -1.11169 0.75552 -1.12475
H 0.95026 -0.70614 -1.02976
H 0.24960 -0.89784 0.57354
H 1.78047 -0.07458 0.43872
H -0.28967 1.60325 0.69036
H 1.64557 2.11046 -1.30210
H 0.43494 3.15381 -0.61626
C 4.16696 -1.41763 -0.56205
C 5.23744 -2.35498 -1.05701
C 6.29344 -2.75542 0.03532
O 6.01423 -4.16700 0.19858
C 5.14991 -4.57327 -0.75353
O 4.67332 -5.65965 -0.76818
O 4.83496 -3.65382 -1.54576
H 3.64972 -1.06321 -1.39639
H 4.60495 -0.49464 -0.05398
H 3.46587 -1.99674 0.03875
H 5.86950 -1.81920 -1.79629
H 6.26017 -2.30844 1.01791
H 7.33497 -2.73503 -0.26670
C -1.65940 -3.54671 0.67338
O -2.20972 -2.35924 0.31103
C -2.37782 -1.33017 1.25730
O -1.61045 -1.26376 2.53576
O -3.15751 -0.33720 0.85255
C -3.02942 0.92381 1.41180
H -1.72040 -4.34555 -0.13248
H -2.15995 -3.83421 1.55485
H -0.56370 -3.46663 0.71772
H -2.45050 1.59141 0.79014
H -2.60952 0.92788 2.32699
H -3.98125 1.29623 1.54139
C -8.23580 -2.45829 -3.95355
O -6.82342 -1.92834 -3.94298
C -6.47610 -1.14697 -2.91191
O -7.30844 -0.96057 -1.80286
O -5.26100 -0.66076 -3.02953
C -4.52256 -0.22038 -1.86937
H -8.95944 -1.70678 -4.19436
H -8.47961 -2.75863 -2.92812
H -8.38192 -3.33852 -4.54688
H -3.43284 -0.15483 -2.10961
H -4.67107 -0.98867 -1.01267
H -4.74775 0.79135 -1.41910
C -0.75573 -1.75816 -3.82646
O -0.65910 -2.97876 -3.19414
C 0.51085 -3.39353 -2.58125
O 1.70414 -2.69788 -2.80587
O 0.44400 -4.47363 -1.81776
C 1.67856 -4.86545 -1.18792
H -0.08712 -1.64843 -4.69351
H -0.26185 -0.94090 -3.13084
H -1.72369 -1.39479 -4.10550
H 1.45633 -5.61356 -0.46603
H 2.21485 -4.06242 -0.60756
H 2.35525 -5.24859 -1.99526

(2)
Entry from the OMol25 dataset: a molecular structure, C29H49Al2BrCaCl3F11N5O16PS3 in a non-equilibrium geometry (wB97M-V/def2-TZVPD).

Computed properties:
Kohn-Sham gap ... 0.6071 eV
HOMO level ... -4.84 eV
Maximum force ... 0.1438 Eh/bohr
2S+1 ... 1
Charge ... 0

Positions of all 121 atoms, in Å:
C -7.20865 2.18216 -0.71576
C -6.56661 1.48495 -1.95990
C -5.12162 2.04205 -2.37017
C -4.04149 1.82124 -1.28099
C -3.67792 0.27673 -1.38227
S -2.95690 -0.30799 -2.98727
O -3.01558 -0.05014 -0.21552
C -1.94620 0.73291 0.36866
C -2.49212 0.74247 1.85861
C -3.93121 0.49737 2.16219
C -4.49461 0.44280 3.49215
C -3.68731 0.61504 4.69053
C -2.27434 0.79794 4.48192
C -1.71982 0.85017 3.06459
C -0.87972 -0.46890 0.25846
Cl 0.62422 -0.47942 1.23789
C -1.53892 -1.90446 0.61422
C -1.81424 -2.79490 -0.68329
C -1.64833 2.16143 -0.36423
C -0.49270 1.95760 -1.47216
C 0.94237 1.44079 -1.25485
C 1.94157 1.99388 -2.39077
C 3.23818 1.10164 -2.26789
N 4.41291 1.83966 -1.70353
C 4.27668 2.08967 -0.29779
C 3.93232 1.01440 0.77423
O 4.46975 3.22859 0.09063
C -0.88480 3.12027 0.62399
F 0.07641 2.36072 1.36212
F -1.53738 3.52791 1.78982
C 0.07566 4.29090 0.18321
F 1.42140 4.00187 0.24066
F -0.01325 5.26745 1.17222
F -0.07898 4.98988 -0.96194
N -2.89987 2.76803 -1.05043
C -2.67142 3.47120 -2.35563
O -2.47075 2.68844 -3.51554
O -1.62681 3.34130 -4.38523
P -3.69941 4.17385 -0.17984
N -4.22990 3.89788 1.27622
O -2.74817 5.51045 -0.13036
O -5.07028 4.74372 -0.89767
H -6.61304 2.09457 0.23015
H -8.17962 1.64748 -0.50615
H -7.52142 3.24743 -0.91046
H -6.58303 0.31991 -1.94193
H -7.20940 1.76007 -2.84259
H -4.94134 1.51203 -3.35085
H -5.33284 3.07959 -2.72267
H -4.62579 1.82398 -0.31094
H -4.67980 -0.24837 -1.35210
H -4.01608 -0.65655 -3.79791
H -4.68550 0.34913 1.35156
H -5.58995 0.28637 3.64008
H -4.09637 0.59409 5.72283
H -1.59856 0.90553 5.41770
H -0.59203 0.96783 3.00681
H -0.73057 -0.61551 -0.84832
H -0.77623 -2.53251 1.15428
H -2.39531 -1.86559 1.31878
H -1.04059 -2.65319 -1.47031
H -1.85811 -3.85098 -0.30169
H -2.84396 -2.52957 -1.02767
H -0.93705 1.25394 -2.23377
H -0.28885 2.88994 -2.06432
H 1.51338 1.58794 -0.31949
H 1.00082 0.33536 -1.45939
H 1.45666 1.70178 -3.36573
H 2.11666 3.09048 -2.29863
H 3.53173 0.69176 -3.27117
H 3.09982 0.20235 -1.61241
H 4.35062 2.77205 -2.12974
H 3.82390 -0.00913 0.32812
H 2.92860 1.26293 1.21280
H 4.67747 1.03419 1.60062
H -1.83722 4.23239 -2.33941
H -3.51017 4.17263 -2.65468
H -2.04362 3.34270 -5.27474
H -3.96991 2.93235 1.49754
H -3.30820 6.31335 -0.16202
H -5.86312 4.57236 -0.35981
F -4.81653 0.22160 -8.59644
Al -4.31400 0.42125 -6.92313
F -2.77393 -0.34740 -6.67235
F -5.52102 -0.33778 -5.88026
F -4.18578 2.11030 -6.52183
N -7.13298 -1.63816 -8.34326
H -7.03427 -0.84210 -8.99090
H -8.10633 -1.94821 -8.32198
H -6.53488 -2.40490 -8.65614
H -6.84119 -1.34054 -7.39866
N 7.62196 -1.07060 4.32832
S 6.84967 -1.52811 3.02186
O 7.60088 -2.24609 2.04082
O 5.83042 -0.64911 2.52748
F 5.96730 -2.69815 3.63683
S 8.65180 0.06379 4.03441
O 9.57458 0.28746 5.09226
O 8.14883 1.30235 3.38214
F 9.58759 -0.54907 2.92535
Cl -7.41778 -1.00729 -2.74188
C 9.96931 -6.42691 6.84749
O 9.45818 -5.56447 5.83170
C 8.41538 -6.06530 5.15985
O 7.90418 -7.14037 5.34540
O 8.03939 -5.16502 4.24752
C 6.92762 -5.57021 3.45053
H 10.80668 -5.91649 7.32025
H 9.20911 -6.62300 7.60467
H 10.33059 -7.35995 6.41487
H 6.04648 -5.73231 4.07278
H 7.16756 -6.47006 2.88252
H 6.71142 -4.76734 2.75104
Ca 0.01718 -0.49036 4.70778
Cl 8.27717 1.73762 1.47360
Al -5.86842 -3.10840 -2.61062
Br -4.73663 1.92560 -9.97983
C 9.35294 -10.14971 5.49131
O 8.58514 -10.41525 4.57418
O 9.08999 -10.27259 6.71028
O 10.52329 -9.72183 5.35168

(3)
Entry from the OMol25 dataset: a molecular structure, C29H49N2NdOP2S in a non-equilibrium geometry (wB97M-V/def2-TZVPD).

Computed properties:
Kohn-Sham gap (alpha / beta) ... 6.2074 / 6.1205 eV
<S²> ... 4.22
HOMO level (alpha / beta) ... -11.93 / -11.82 eV
Maximum force ... 0.0448 Eh/bohr
2S+1 ... 4
Charge ... +2

Positions of all 85 atoms, in Å:
Nd -0.82009 -0.94778 0.26661
P 2.84584 -0.13555 -0.49929
P -1.00929 -0.98588 3.18294
N 0.82511 -2.38914 0.84663
C 2.85945 -1.95403 -0.68809
H 2.56166 -2.18510 -1.72443
H 3.91771 -2.26347 -0.61664
C 2.05289 -2.88198 0.24187
H 1.78996 -3.77892 -0.35486
H 2.74806 -3.24983 1.02306
C 0.51159 -3.19525 2.01834
H 1.35683 -3.17512 2.73714
H 0.38742 -4.25909 1.73039
C -0.75705 -2.79375 2.80541
H -0.71710 -3.27569 3.79220
H -1.65266 -3.18693 2.29254
C -2.86029 -0.88922 3.34608
C -3.46324 -0.83055 1.92962
H -3.18690 -1.69459 1.28788
H -3.22606 0.12652 1.42955
H -4.55791 -0.86327 1.98558
C -0.23545 -0.71554 4.79318
C -0.01736 0.78502 5.05003
H 0.62380 0.90872 5.93155
H -0.96254 1.30994 5.24060
H 0.48417 1.26470 4.19956
C 4.49508 0.62175 -0.28797
C 4.50208 2.12471 -0.59553
H 5.42129 2.55002 -0.16594
H 3.66323 2.65079 -0.12929
H 4.52360 2.33223 -1.67477
C 2.15148 0.37972 -2.12889
C 1.62228 1.81721 -2.16604
H 0.91321 1.90567 -3.00625
H 2.43239 2.54348 -2.32796
H 1.09124 2.09300 -1.24667
C 1.88588 0.69563 0.85754
C -0.96078 -1.44266 5.93546
H -1.72790 -2.15375 5.59969
H -0.22289 -2.01461 6.51314
H -1.42437 -0.72885 6.62790
C 5.67241 -0.07533 -0.99150
H 6.58859 0.47645 -0.74360
H 5.80417 -1.10406 -0.64195
H 5.57756 -0.07266 -2.08397
C 3.15207 0.11282 -3.26580
H 2.63531 0.19801 -4.23333
H 3.96826 0.84946 -3.26988
H 3.58676 -0.89448 -3.22113
C -3.31323 0.29445 4.20838
H -2.89507 1.24403 3.84293
H -4.40850 0.37841 4.17016
H -3.03275 0.17605 5.26326
H -3.15700 -1.83095 3.83794
H 1.28186 -0.29268 -2.27262
H 0.75898 -1.17733 4.66454
H 4.65558 0.51036 0.79685
O 0.64633 0.81814 0.90684
H 3.14994 1.71806 2.50387
H 3.11839 1.75049 1.76866
N -1.16688 -1.14885 -2.01865
S -2.61381 -0.70904 -2.69779
C -3.12183 0.60762 -1.60486
C -2.16112 1.44551 -1.02156
C -2.57064 2.43396 -0.11103
C -3.92217 2.57704 0.19794
C -4.87426 1.73639 -0.38568
C -4.48410 0.74362 -1.28182
C -2.13744 0.14536 -4.22399
C -1.91513 -0.65625 -5.35493
C -1.44749 -0.07786 -6.53665
C -1.20491 1.30176 -6.58687
C -1.46327 2.10320 -5.47015
C -1.96217 1.52863 -4.29334
H -0.59456 -1.63809 -2.71413
H -1.11579 1.37139 -1.35016
H -1.81723 3.08779 0.33166
H -4.23922 3.36045 0.88937
H -5.93140 1.86660 -0.15603
H -5.20268 0.06875 -1.74874
H -2.11529 -1.72727 -5.29295
H -1.27470 -0.70431 -7.41440
H -0.81584 1.75294 -7.50131
H -1.28565 3.18078 -5.50725
H -2.21650 2.15209 -3.43821